# 1
The following is a quantum chemistry calculation of 4 unconnected molecules or ions with the total composition C21H39N3O2 in a non-equilibrium geometry, from the OMol25 dataset.

Summary:
- Frontier orbital gap: 0.3961 hartree
- Molar mass: 365.6 g mol⁻¹
- Lowest unoccupied orbital energy: 0.616 eV
- HOMO level: -10.161 eV
- DFT total energy: -1138.261562 Ha
- SMILES: CCCCCCCCCC[C@H](CCC)OC=O.CC#N.CC#N.CC#N

The geometry in ORCA input format:
```
! wB97M-V def2-TZVPD RIJCOSX def2/J DEFGRID3
* xyz 0 1
C -1.4293 -1.6564 1.2488
C -2.5803 -1.9998 0.2786
C -3.1727 -0.7257 -0.3729
C -3.0748 -0.7377 -1.8985
C -1.6498 -0.4454 -2.3611
C -1.3191 1.0699 -2.2933
C -0.0748 1.3151 -1.4218
C 0.4805 2.7412 -1.5929
C 2.0125 2.7356 -1.6826
C 2.6764 2.7724 -0.2907
C 3.9866 1.9681 -0.3161
C 3.7418 0.5603 0.2101
C 4.9895 -0.3126 0.3196
C 5.6742 -0.5733 -1.0245
O 5.1043 2.6485 0.2920
C 5.1324 2.6125 1.6199
O 4.1998 2.6283 2.3356
H -0.8397 -0.8268 0.8675
H -0.7526 -2.5078 1.2911
H -1.8050 -1.4755 2.2491
H -3.3343 -2.4919 0.8808
H -2.2391 -2.7139 -0.4663
H -4.2170 -0.6655 -0.1000
H -2.6082 0.1188 0.0187
H -3.7660 -0.0454 -2.3719
H -3.3165 -1.7535 -2.2116
H -1.4776 -0.7768 -3.3788
H -0.9436 -0.9398 -1.6968
H -1.0480 1.4246 -3.2827
H -2.1447 1.6423 -1.8777
H -0.3302 1.1289 -0.3783
H 0.6770 0.5792 -1.7012
H 0.1944 3.3345 -0.7240
H 0.0245 3.2382 -2.4432
H 2.3100 1.8475 -2.2389
H 2.3495 3.5832 -2.2770
H 2.8639 3.8147 -0.0588
H 1.9689 2.3298 0.4026
H 4.2469 1.8686 -1.3629
H 3.2138 0.5805 1.1586
H 3.0555 0.0886 -0.4942
H 5.6644 0.0916 1.0743
H 4.6585 -1.2799 0.6992
H 6.5473 -1.1854 -0.8413
H 5.9741 0.3765 -1.4635
H 4.9840 -1.0689 -1.6941
H 6.1433 2.5857 2.0434
C 6.5608 -4.8769 0.1894
C 6.2185 -4.1778 -1.0482
N 5.9500 -3.6296 -2.0096
H 5.8063 -5.6294 0.4081
H 7.5286 -5.3622 0.0828
H 6.6062 -4.1670 1.0130
C -7.8006 -0.4968 0.3023
C -6.7310 -1.3670 0.7850
N -5.8944 -2.0434 1.1604
H -7.5076 -0.0353 -0.6386
H -8.7075 -1.0778 0.1467
H -7.9961 0.2829 1.0354
C -7.3464 0.9396 4.7316
C -7.6955 1.6525 3.5041
N -7.9665 2.2049 2.5450
H -8.1417 0.2449 4.9928
H -6.4219 0.3852 4.5841
H -7.2118 1.6505 5.5440
*
```

Atom charges from the Löwdin analysis, given in e for atoms 1 to 5: number 1, C, carries -0.10; number 2, C, carries -0.25; number 3, C, carries -0.21; number 4, C, carries -0.22; number 5, C, carries -0.20

# 2
The following is a quantum chemistry calculation of a single C21H39NO5 molecule, from the OMol25 dataset.

Summary:
- Frontier orbital gap: 0.3859 hartree
- Molar mass: 385.5 g mol⁻¹
- Lowest unoccupied orbital energy: 0.784 eV
- HOMO level: -9.716 eV
- DFT total energy: -1254.607168 Ha
- SMILES: CCCCCCCCCCCCC(NC(C)=O)(C(=O)OCC)C(=O)OCC

The geometry in ORCA input format:
```
! wB97M-V def2-TZVPD RIJCOSX def2/J DEFGRID3
* xyz 0 1
C 5.3659 -1.7845 1.7478
C 4.9179 -2.0780 3.1750
C 3.8038 -3.1226 3.2549
C 2.4747 -2.6277 2.6891
C 1.3646 -3.6623 2.8621
C 0.0032 -3.1720 2.3668
C -0.0793 -3.0487 0.8467
C -1.4386 -2.5256 0.3889
C -1.4983 -2.3793 -1.1303
C -2.7885 -1.7231 -1.6267
C -2.8714 -0.2282 -1.3099
C -1.8979 0.5984 -2.1526
H -1.0180 0.0105 -2.4132
H -2.3612 0.9313 -3.0806
C -1.3844 1.8354 -1.3983
N -0.6650 1.4729 -0.1993
C 0.5819 0.9472 -0.2426
O 1.1268 0.6498 -1.2845
C 1.1983 0.7429 1.1223
H 0.5986 0.0410 1.6968
H 1.2401 1.6886 1.6577
H 2.2032 0.3467 1.0100
H -1.0492 1.8410 0.6612
C -2.5424 2.7380 -0.9780
O -2.7568 3.0358 0.1702
O -3.2444 3.1445 -2.0198
C -4.3860 3.9697 -1.7604
C -5.5999 3.1272 -1.3985
H -6.4641 3.7719 -1.2683
H -5.8076 2.4099 -2.1886
H -5.4180 2.5909 -0.4703
H -4.5488 4.5213 -2.6879
H -4.1454 4.6623 -0.9477
C -0.4764 2.6619 -2.3329
O -0.4772 2.5710 -3.5266
O 0.2413 3.5234 -1.6201
C 1.2292 4.2861 -2.3227
C 2.5707 3.5704 -2.2885
H 2.4625 2.5720 -2.7053
H 3.2994 4.1271 -2.8705
H 2.9240 3.4782 -1.2646
H 1.2743 5.2483 -1.8073
H 0.8929 4.4279 -3.3544
H -2.6556 -0.0785 -0.2511
H -3.8920 0.1195 -1.4844
H -2.8644 -1.8557 -2.7079
H -3.6408 -2.2312 -1.1693
H -1.4128 -3.3708 -1.5808
H -0.6365 -1.7979 -1.4617
H -2.2270 -3.2047 0.7233
H -1.6167 -1.5575 0.8613
H 0.1039 -4.0272 0.3970
H 0.6934 -2.3690 0.4844
H -0.7673 -3.8707 2.7026
H -0.2157 -2.2032 2.8244
H 1.2823 -3.9143 3.9227
H 1.6341 -4.5758 2.3272
H 2.1897 -1.7061 3.2034
H 2.5952 -2.4005 1.6304
H 3.6584 -3.4004 4.3023
H 4.1139 -4.0212 2.7166
H 5.7772 -2.4412 3.7441
H 4.5779 -1.1531 3.6472
H 6.2030 -1.0898 1.7502
H 4.5624 -1.3419 1.1652
H 5.6828 -2.7004 1.2538
*
```

Atom charges from the Löwdin analysis, given in e for atoms 1 to 5: number 1, C, carries -0.11; number 2, C, carries -0.27; number 3, C, carries -0.23; number 4, C, carries -0.23; number 5, C, carries -0.22

# 3
The following is a quantum chemistry calculation of 3 unconnected molecules or ions with the total composition C21H40BBrO11S in a non-equilibrium geometry, from the OMol25 dataset.

Summary:
- Frontier orbital gap: 0.3588 hartree
- Molar mass: 591.3 g mol⁻¹
- Lowest unoccupied orbital energy: 0.024 eV
- HOMO level: -9.740 eV
- DFT total energy: -4648.851491 Ha
- SMILES: O=C1O[C@](CCCBr)(C[SH](=O)=O)[C@@H](COCOCCO)[C@@H]1CB(O)O.C1CCOC1.C1CCOC1

The geometry in ORCA input format:
```
! wB97M-V def2-TZVPD RIJCOSX def2/J DEFGRID3
* xyz 0 1
O 0.1890 -0.8477 4.2984
C 0.1128 -0.0457 3.4858
O 0.4033 1.2836 3.6365
C 0.1332 1.9881 2.4170
C 1.4301 2.1978 1.5909
C 2.6212 1.2867 1.9697
C 3.4121 1.8008 3.1865
Br 3.4731 0.4399 4.5978
C -0.3986 3.3810 2.8601
S -0.5214 4.5991 1.5361
O -1.8099 5.2024 1.4938
O 0.5286 5.5549 1.6792
C -0.9738 1.1106 1.8241
C -1.6185 1.4622 0.5020
O -2.6480 2.3977 0.7524
C -3.8278 2.1459 0.0352
O -4.8390 2.9192 0.6001
C -5.2428 2.4188 1.8570
C -6.3106 1.3086 1.7661
O -6.0395 0.3477 2.7915
C -0.3017 -0.2614 2.0167
C -1.2262 -1.4597 1.7609
B -0.9867 -2.0837 0.3221
O -0.4189 -1.3697 -0.7380
O -1.3667 -3.3588 0.0919
H 1.1684 1.9819 0.5534
H 1.8171 3.2089 1.6854
H 2.3499 0.2415 2.0359
H 3.3007 1.3619 1.1163
H 4.4422 2.0220 2.9469
H 2.9533 2.7074 3.5623
H -1.4081 3.2568 3.2417
H 0.2596 3.8178 3.6036
H -0.3262 3.9222 0.3645
H -1.7730 1.0904 2.5737
H -0.9092 1.7745 -0.2728
H -2.0934 0.5436 0.1361
H -3.7561 2.4871 -0.9983
H -4.1284 1.0886 0.0899
H -5.6808 3.2579 2.3914
H -4.4251 2.0545 2.4836
H -6.2674 0.8761 0.7644
H -7.2745 1.7688 1.9819
H -6.4668 -0.4634 2.4911
H 0.5076 -0.2712 1.2862
H -1.0957 -2.2265 2.5209
H -2.2529 -1.0721 1.7778
H -1.1401 -0.8804 -1.1580
H -1.1041 -3.6178 -0.8058
C 6.4184 -0.2845 -2.1503
C 5.1438 -1.1012 -2.3243
C 4.1424 -0.2846 -1.5235
O 4.5608 1.0812 -1.6097
C 5.8805 1.1389 -2.1628
H 7.1642 -0.4628 -2.9236
H 6.8721 -0.5053 -1.1810
H 4.8548 -1.1206 -3.3780
H 5.2286 -2.1298 -1.9763
H 4.1487 -0.5750 -0.4665
H 3.1236 -0.3782 -1.9030
H 5.8048 1.5257 -3.1845
H 6.4907 1.8267 -1.5765
C -0.4496 -5.6006 -3.9171
C -1.3063 -5.0160 -5.0320
C -1.7015 -3.6688 -4.4476
O -0.6247 -3.2592 -3.5948
C 0.2661 -4.3639 -3.3947
H 0.2363 -6.3777 -4.2507
H -1.0895 -6.0221 -3.1377
H -0.7003 -4.8721 -5.9297
H -2.1646 -5.6318 -5.2966
H -2.6076 -3.7508 -3.8372
H -1.8667 -2.9095 -5.2127
H 1.1832 -4.1676 -3.9592
H 0.5217 -4.4388 -2.3359
*
```

Atom charges from the Löwdin analysis, given in e for atoms 1 to 5: number 1, O, carries 0.20; number 2, C, carries -0.48; number 3, O, carries 0.04; number 4, C, carries -0.41; number 5, C, carries -0.10